# 1
Molecular formula: CH6S2Si
Method: DFT, wB97M-V/def2-TZVPD

Properties
Max |F| = 4.83 eV/A
Energy relative to the best compared isomer or geometry (same formula, charge and spin) = 291.8 kJ/mol

Last column: Löwdin charge in e.
Atoms and positions in Å:
C (0.245, 1.025, 0.110)  -0.25
Si (-0.485, -0.646, 0.084)  0.17
S (2.728, -0.163, 0.428)  0.33
S (-2.501, 0.146, 0.432)  0.38
H (0.913, 1.703, -0.509)  0.03
H (0.284, 1.581, 1.049)  0.00
H (-0.571, -1.832, 1.095)  -0.03
H (-0.321, -1.111, -1.323)  -0.04
H (2.451, 0.004, -0.815)  -0.35
H (-2.744, -0.708, -0.551)  -0.24

Forces on atoms 1 to 3 (eV/Å):
C 4.58 0.85 1.28
Si -0.88 -0.80 0.08
S -2.11 0.66 1.41

=====

# 2
Molecular formula: CH7N
Method: DFT, wB97M-V/def2-TZVPD

Properties
Max |F| = 1.61 eV/A
Energy relative to the best compared isomer or geometry (same formula, charge and spin) = 18.0 kJ/mol

Last column: Löwdin charge in e.
Atoms and positions in Å:
C (1.553, 0.025, 0.007)  -0.09
H (-2.146, -0.547, -0.702)  0.01
H (-1.913, -0.418, 0.838)  0.01
H (-2.034, 0.956, -0.001)  0.02
H (1.212, 1.029, 0.259)  0.01
H (0.938, -0.338, -0.793)  -0.03
H (1.399, -0.685, 0.848)  0.02
H (2.609, -0.036, -0.421)  0.03
N (-1.620, 0.014, -0.035)  0.01

Forces on atoms 1 to 3 (eV/Å):
C 1.22 -0.79 -0.31
H 0.06 0.40 -0.33
H 0.29 0.14 0.25

=====

# 3
Molecular formula: CH7N2O
Method: DFT, wB97M-V/def2-TZVPD

Properties
Max |F| = 1.86 eV/A
Energy relative to the best compared isomer or geometry (same formula, charge and spin) = 62.9 kJ/mol
Total charge = -1

Last column: Löwdin charge in e.
Atoms and positions in Å:
O (0.558, -1.344, -1.799)  -0.55
H (0.051, -2.170, -1.917)  -0.14
N (-1.217, 1.146, 0.276)  -0.03
C (-0.030, 0.831, 1.058)  -0.45
N (0.595, -0.419, 0.653)  -0.09
H (-1.519, 0.268, -0.142)  0.05
H (-0.914, 1.690, -0.523)  0.04
H (-0.260, 0.782, 2.126)  0.07
H (0.721, 1.631, 0.869)  0.08
H (0.628, -0.878, -0.370)  -0.02
H (1.488, -0.500, 1.147)  0.02

Forces on atoms 1 to 3 (eV/Å):
O -0.33 -0.59 -0.10
H 0.38 0.59 0.14
N -0.18 -0.02 -0.16

=====

# 4
Molecular formula: CH7N2O2
Method: DFT, wB97M-V/def2-TZVPD

Properties
Max |F| = 2.33 eV/A
Energy relative to the best compared isomer or geometry (same formula, charge and spin) = 390.5 kJ/mol
Total charge = +1

Last column: Löwdin charge in e.
Atoms and positions in Å:
C (-0.294, -0.616, 1.465)  -0.13
N (1.296, 0.380, 0.142)  0.08
N (-0.365, 0.173, -1.971)  0.04
O (-0.933, -0.783, 2.558)  0.23
O (0.607, 0.262, 1.323)  0.05
H (-0.599, -1.264, 0.637)  0.19
H (0.675, 0.284, -0.732)  0.03
H (1.878, 1.210, 0.200)  0.12
H (-0.229, 1.068, -2.434)  0.07
H (0.013, -0.533, -2.594)  0.07
H (-1.370, 0.028, -1.901)  0.07
H (-0.678, -0.209, 3.308)  0.19

Forces on atoms 1 to 3 (eV/Å):
C 0.41 0.28 -0.83
N 1.36 -0.64 -1.78
N -0.21 0.05 -0.35